{
  "formula": "C9H10AlN4O2S4Sb",
  "method": "the ωB97M-V functional and the def2-TZVPD basis",
  "symbols": ["Al", "S", "Sb", "S", "S", "O", "N", "C", "C", "C", "C", "C", "S", "H", "H", "H", "H", "C", "C", "O", "H", "H", "H", "H", "H", "H", "N", "C", "N", "C", "N"],
  "positions_angstrom": [[-0.2495, 0.6302, 1.0755], [-3.2153, 2.7509, 4.2908], [-1.0530, 2.6557, 3.5202], [-0.2058, 0.4314, 3.4029], [-0.8875, 2.9613, 1.1871], [-0.1770, 0.7810, -0.8149], [-1.2171, 0.4153, -1.5723], [-1.0403, 0.5411, -2.9081], [-2.0268, 0.2149, -3.7850], [-3.2413, -0.2606, -3.2686], [-3.4051, -0.3791, -1.9176], [-2.3778, -0.0343, -1.0026], [-2.5187, -0.1479, 0.6840], [-0.0701, 0.9153, -3.1923], [-1.8540, 0.3258, -4.8458], [-4.0466, -0.5366, -3.9383], [-4.3286, -0.7411, -1.4869], [3.3735, -0.1109, 2.0300], [2.7816, 1.2511, 1.7544], [1.6848, 1.1918, 0.8203], [4.1991, -0.0099, 2.7392], [3.7639, -0.5718, 1.1171], [2.6197, -0.7722, 2.4560], [3.5176, 1.9465, 1.3549], [2.3495, 1.6749, 2.6545], [1.9456, 0.7746, -0.0124], [0.4429, -1.2194, 0.9024], [0.8128, -2.2855, 0.6150], [1.2665, -3.4585, 0.4274], [1.4667, -4.1350, -0.6797], [1.6905, -4.7990, -1.6070]],
  "forces_ev_per_angstrom": [[-0.166, 0.043, 0.167], [0.258, 0.033, 0.019], [-0.362, -0.108, -0.173], [-0.005, 0.062, 0.007], [0.098, -0.008, 0.184], [-0.110, -0.061, -0.149], [0.065, 0.039, 0.100], [0.010, -0.003, 0.197], [-0.102, -0.039, -0.106], [-0.038, -0.025, -0.020], [0.035, 0.012, 0.160], [0.134, 0.051, -0.145], [0.094, 0.029, -0.147], [0.024, 0.008, 0.051], [-0.020, -0.016, 0.039], [0.020, 0.016, 0.035], [0.029, 0.013, -0.036], [0.042, -0.066, 0.004], [-0.196, -0.110, -0.037], [0.048, 0.007, -0.209], [-0.033, -0.018, -0.035], [-0.023, 0.031, 0.050], [0.035, 0.034, 0.007], [0.071, 0.059, -0.061], [-0.047, 0.041, 0.075], [0.114, 0.013, 0.070], [-0.109, 0.208, 0.010], [0.216, -0.449, -0.473], [0.059, -0.216, 0.400], [-0.073, 0.261, -0.234], [-0.072, 0.157, 0.251]],
  "e_above_lowest_kcal_mol": 1.2,
  "multiplicity": 2,
  "s_squared": 0.76,
  "gap_ev": [7.2, 6.0],
  "largest_force_ev_per_a": 0.69,
  "total_charge": -1
}